1.
ORCA calculation (ωB97M-V/def2-TZVPD) on a single C6H14 molecule.

```
! wB97M-V def2-TZVPD RIJCOSX def2/J DEFGRID3
* xyz 0 1
C -0.693 1.985 -1.894
C 0.037 0.802 -1.272
C -0.504 0.431 0.111
C 0.421 -0.546 0.859
C -0.076 -0.896 2.268
C 0.833 -1.790 0.039
H -1.755 1.755 -2.035
H -0.271 2.251 -2.869
H -0.624 2.865 -1.243
H -0.033 -0.063 -1.944
H 1.108 1.028 -1.181
H -1.537 0.058 0.018
H -0.575 1.350 0.712
H 1.345 0.032 1.023
H 0.594 -1.634 2.724
H -0.053 -0.004 2.903
H -1.096 -1.300 2.317
H 0.652 -2.727 0.571
H 0.323 -1.859 -0.925
H 1.904 -1.736 -0.182
*
```

Properties
* E_tot: -237.001821 Eh
* highest occupied orbital energy: -10.91 eV
* SMILES string: CCCC(C)C
* orbital gap: 0.44552 Eh
* ΔE to the lowest compared entry with this formula, charge and spin: 6.01 kcal/mol
* E_LUMO: 1.21 eV


2.
ORCA calculation (ωB97M-V/def2-TZVPD) on a single C6H14 molecule.

```
! wB97M-V def2-TZVPD RIJCOSX def2/J DEFGRID3
* xyz 0 1
C -1.830 0.941 0.055
C -0.742 -0.119 0.289
C -0.957 -1.370 -0.558
C 0.680 0.463 0.303
C 1.579 -0.433 1.149
C 1.281 0.716 -1.078
H -1.461 1.965 -0.081
H -2.544 0.715 -0.746
H -2.355 0.896 1.001
H -0.907 -0.458 1.327
H -0.715 -1.228 -1.618
H -2.012 -1.663 -0.498
H -0.361 -2.200 -0.165
H 0.603 1.436 0.814
H 1.703 -1.415 0.677
H 1.130 -0.593 2.137
H 2.571 0.006 1.290
H 0.638 1.355 -1.696
H 2.255 1.212 -0.985
H 1.443 -0.225 -1.617
*
```

Properties
* E_tot: -236.999081 Eh
* highest occupied orbital energy: -10.69 eV
* SMILES string: CC(C)C(C)C
* orbital gap: 0.43468 Eh
* ΔE to the lowest compared entry with this formula, charge and spin: 7.73 kcal/mol
* E_LUMO: 1.14 eV